Record 1
C4H10AsBrF6LiO4Se3 as an isolated structure, computed with the ωB97M-V functional and the def2-TZVPD basis.

```
! wB97M-V def2-TZVPD RIJCOSX def2/J DEFGRID3
* xyz -2 2
Br 1.81819 -1.12272 -1.63713
Se -0.47679 1.12702 -1.17751
Se 1.01519 0.66144 2.59045
Se -1.99971 1.69638 1.29887
As -1.67115 -2.96896 0.97644
F -3.39728 -2.67838 1.09217
F -1.89275 -3.38142 -0.69986
F -1.41942 -1.28181 0.50805
F -1.51045 -2.54791 2.63126
F 0.06072 -3.14434 0.79818
F -1.85012 -4.64693 1.40656
O 2.04372 1.23549 3.69890
O 1.10093 -0.97485 2.43184
O 1.30269 1.26464 1.08522
O -0.53680 1.09516 2.98323
C -3.23254 0.48691 2.16631
C 0.95997 2.39886 -1.36838
C -3.02699 1.90020 -0.37934
C -1.97111 2.41509 -1.33735
Li 0.67765 -1.23129 0.66464
H -4.21251 0.96242 2.22881
H -2.80599 0.29756 3.14467
H 0.66297 3.16553 -2.08331
H 1.16163 2.79738 -0.37575
H -3.87862 2.57701 -0.27100
H -2.29891 2.45773 -2.37797
H -3.28204 -0.44192 1.60331
H -3.38945 0.91722 -0.68871
H 1.81610 1.82360 -1.71219
H -1.60993 3.39969 -1.03406
*
```

Results
- largest force on an atom (Eh/bohr) = 0.013
- LUMO level (alpha / beta) (eV) = 4.243 / 3.538
- gap between HOMO and LUMO (alpha / beta) (hartree) = 0.239 / 0.214


Record 2
C24H24ClHgN4O2STe as an isolated structure, computed with the ωB97M-V functional and the def2-TZVPD basis.

```
! wB97M-V def2-TZVPD RIJCOSX def2/J DEFGRID3
* xyz -2 2
Hg 1.10437 -0.24815 -0.47009
Te -0.35813 1.55155 1.03281
Cl 6.53387 -5.05695 -1.28309
S 3.62377 0.17835 0.40591
O 1.61047 -2.22945 -4.74609
O 1.40717 -0.98205 -2.92209
N 1.32117 -1.39755 1.65751
N 2.27717 -0.95685 2.50581
N 4.28467 0.00705 2.95791
N -0.62363 -2.13435 -0.01929
C 0.18567 -1.82385 2.20541
C 1.92127 -1.89945 -3.59709
C -3.50903 5.10285 -0.28519
C 3.14697 -2.97595 -1.60729
C 3.29237 -0.32245 2.03161
C -3.06093 2.98515 0.79701
C -4.39163 6.30665 -0.47309
C 5.15967 -3.89425 -3.29039
C 4.20517 -3.69775 -1.07999
C -2.77983 -3.07555 -0.44739
C -3.58293 1.89505 1.68281
C -2.09043 -2.72825 1.81481
C 3.08377 -2.69675 -2.96539
C -1.56623 -2.54295 -0.84529
C -0.84703 -2.23305 1.33861
C 4.09207 -3.17245 -3.79669
C -3.04423 -3.14835 0.93481
C 5.20017 -4.14065 -1.92989
C -2.28153 4.99545 -0.92159
C -3.89873 4.05875 0.54011
C -0.12423 3.85805 -1.41719
C -1.77633 2.94345 0.24631
C 0.00577 -1.86075 3.70511
C -1.42413 3.93305 -0.67699
H -4.51103 6.84215 0.47241
H 5.94737 -4.26275 -3.93479
H -5.38463 6.01205 -0.81799
H -4.67193 1.87195 1.64441
H 2.35507 -2.63615 -0.94889
H -3.95983 6.99345 -1.20099
H -4.87433 4.09135 1.01531
H -1.32663 -2.44405 -1.89999
H -0.05273 2.89885 -1.93379
H -3.18793 0.93135 1.36801
H -1.97563 5.77285 -1.61419
H 4.02187 -2.97345 -4.85669
H -2.27093 -2.75795 2.87991
H -0.03693 4.65685 -2.15479
H -0.18163 -2.88155 4.04781
H -3.27053 2.05115 2.71561
H 4.25437 -3.90195 -0.02049
H 0.72117 3.92205 -0.73139
H 3.91967 0.04165 3.90101
H -3.99693 -3.53055 1.29011
H 4.79027 0.83885 2.69091
H -3.50373 -3.41835 -1.17419
H -0.82393 -1.22405 4.01971
H 0.92277 -1.49125 4.16071
*
```

Results
- largest force on an atom (Eh/bohr) = 0.030
- LUMO level (alpha / beta) (eV) = 4.146 / 4.136
- energy above the lowest of the compared OMol25 structures with the same formula, charge and spin (eV) = 0.255
- gap between HOMO and LUMO (alpha / beta) (hartree) = 0.137 / 0.219


Record 3
One molecule with the formula C3H6N2O, computed with the ωB97M-V functional and the def2-TZVPD basis.

```
! wB97M-V def2-TZVPD RIJCOSX def2/J DEFGRID3
* xyz 0 1
O 2.99708 -0.84343 0.25869
N -1.36119 0.79660 0.10470
N 0.86299 -0.06049 0.06940
C -0.11887 0.90106 0.31885
C 2.18301 0.02770 0.45718
C -1.85390 -0.43339 -0.49172
H -1.53151 -0.50859 -1.54008
H 2.42261 0.97531 0.97123
H 0.60419 -0.92122 -0.39776
H 0.26956 1.83781 0.71700
H -1.52636 -1.34539 0.03746
H -2.94763 -0.42596 -0.50498
*
```

Results
- largest force on an atom (Eh/bohr) = 0.010
- LUMO level (eV) = 0.877
- energy above the lowest of the compared OMol25 structures with the same formula, charge and spin (eV) = 1.029
- gap between HOMO and LUMO (hartree) = 0.398


Record 4
C30H21BrN2OSr as an isolated structure, computed with the ωB97M-V functional and the def2-TZVPD basis.

```
! wB97M-V def2-TZVPD RIJCOSX def2/J DEFGRID3
* xyz 0 1
Sr 0.49982 -0.72686 -0.25309
Br -0.01406 -6.32900 -5.57807
O 0.22766 -1.42341 -2.14257
N 0.50036 -3.19062 0.07286
N 0.19234 -1.30747 2.04057
C 0.23519 -3.79600 -2.26412
C -0.74288 4.76480 0.79072
C 1.05836 -5.21522 3.14082
C 0.61880 -3.58321 1.38287
C -2.14333 3.23002 -3.59696
C -0.60553 2.37283 -1.41769
C -1.75121 1.67704 -1.81087
C 0.89679 -4.87977 1.79813
C 0.00819 6.57483 2.19592
C 0.05380 -4.77467 -4.46995
C 0.17951 -2.48089 -2.83688
C 0.02439 -2.40150 -4.24998
C 0.17122 -4.91837 -3.11622
C 0.66711 2.63188 0.69235
C -0.03751 -3.50399 -5.05110
C 0.26368 -0.63970 4.33386
C 0.59199 -1.90834 4.72142
C 0.30163 -4.04880 -0.87189
C -2.51087 2.09992 -2.88196
C 1.16990 5.87339 2.46698
C 0.06779 -0.39122 2.96866
C -0.24461 3.50544 -2.15644
C 0.98309 -4.25457 4.11055
C 1.36064 4.62210 1.91946
C 0.21467 1.87167 -0.31635
C 0.70150 -2.92445 3.75372
C -0.93582 6.01634 1.35019
C 0.50273 -2.57137 2.38850
C 0.41029 4.03226 1.07734
C -1.00523 3.92573 -3.23183
H -0.20013 0.60354 2.63205
H 0.14238 -5.10224 -0.62270
H -0.16189 7.54131 2.64878
H -1.50570 4.34518 0.14967
H 1.13370 -4.49809 5.15074
H -0.16592 -3.40321 -6.11773
H 0.16150 0.15266 5.05685
H 1.91958 6.29495 3.12151
H -0.70545 4.80302 -3.78964
H 1.34554 2.16948 1.40794
H 1.24967 -6.24603 3.39877
H -1.84307 6.56415 1.13906
H -2.73017 3.55375 -4.44354
H 0.75951 -2.16080 5.75860
H 1.01029 -5.67317 1.07616
H 0.65003 4.04851 -1.89422
H 0.23003 -5.91156 -2.69385
H -0.04516 -1.40441 -4.65707
H 2.26768 4.07737 2.14936
H -2.03273 0.77587 -1.26055
H -3.39010 1.54089 -3.16911
*
```

Results
- largest force on an atom (Eh/bohr) = 0.073
- LUMO level (eV) = -1.120
- gap between HOMO and LUMO (hartree) = 0.199


Record 5
One molecule with the formula C4H7NO, computed with the ωB97M-V functional and the def2-TZVPD basis.

```
! wB97M-V def2-TZVPD RIJCOSX def2/J DEFGRID3
* xyz 0 1
O -0.21206 -1.28889 0.09695
N 0.25345 0.88756 0.16394
C -1.48376 -0.59671 0.04925
C 0.71895 -0.33732 0.17804
C 2.14952 -0.30136 0.26005
C -1.12829 0.86068 -0.31626
H 1.45503 1.16683 0.31030
H -2.10723 -1.10209 -0.68869
H -1.75944 1.58360 0.20502
H -1.19128 1.04516 -1.39509
H -1.94685 -0.67457 1.03804
H 2.60003 -0.15510 -0.72386
H 2.65192 -1.08779 0.82230
*
```

Results
- largest force on an atom (Eh/bohr) = 0.008
- LUMO level (eV) = 0.865
- energy above the lowest of the compared OMol25 structures with the same formula, charge and spin (eV) = 4.021
- gap between HOMO and LUMO (hartree) = 0.324